1.
This record from the Open Molecules 2025 dataset describes 5 unconnected molecules or ions with the total composition C4H20N2O4S at a distorted geometry. The level of theory is the ωB97M-V functional and the def2-TZVPD basis.

ORCA input file:
```
! wB97M-V def2-TZVPD RIJCOSX def2/J DEFGRID3
* xyz 0 1
N -0.966 0.294 -1.496
C -0.289 -0.750 -0.681
C 0.989 -1.147 -1.391
C 2.027 -1.719 -0.487
S 3.005 -0.598 0.663
C -1.178 -1.978 -0.408
N -2.314 -1.688 0.493
H -0.986 0.058 -2.489
H -1.967 0.288 -1.300
H -0.124 -0.208 0.260
H 1.483 -0.311 -1.904
H 0.699 -1.752 -2.266
H 2.762 -2.358 -0.974
H 1.726 -2.402 0.325
H 2.952 0.574 -0.033
H -0.444 -2.758 -0.164
H -1.745 -2.373 -1.270
H -2.186 -0.864 1.076
H -2.504 -2.490 1.074
H 1.311 1.810 -1.338
H 1.520 3.305 -0.770
O 1.796 2.403 -0.749
H -1.515 0.803 3.465
H -2.000 0.777 2.030
O -2.095 0.320 2.848
H -0.836 2.101 -0.269
H -1.395 3.270 -0.922
O -0.848 3.040 -0.153
H 1.465 1.728 1.662
H 0.938 1.279 3.057
O 0.719 1.348 2.112
*
```

The calculation puts the energy above the lowest of the compared OMol25 structures with the same formula, charge and spin at 23.79 kcal/mol. The HOMO energy comes out at -8.753 eV. As for the SMILES: NC[C@H](N)CCS.O.O.O.O. The gap between HOMO and LUMO comes out at 9.33 eV.

And the Löwdin charges, in e, turn out to be: 0.027 -0.394 -0.244 -0.517 0.698 -0.234 0.012 0.083 0.079 0.119 0.104 0.130 0.061 0.052 -0.159 0.102 0.113 0.023 0.067 0.017 0.027 -0.069 0.049 -0.002 -0.051 -0.039 0.049 -0.066 -0.009 0.053 -0.083

=====

2.
This record from the Open Molecules 2025 dataset describes 5 unconnected molecules or ions with the total composition C4H20N3O5 at a distorted geometry. The level of theory is the ωB97M-V functional and the def2-TZVPD basis.

ORCA input file:
```
! wB97M-V def2-TZVPD RIJCOSX def2/J DEFGRID3
* xyz 1 1
N 1.358 -0.795 -0.568
C 1.279 0.633 -0.152
C 0.666 1.399 -1.451
C 1.197 2.835 -1.286
N 0.230 3.844 -0.679
C 0.361 0.625 1.129
N -0.462 1.711 1.448
O 0.096 -0.410 1.773
H 1.867 -0.961 -1.464
H 1.920 -1.435 0.242
H 0.427 -1.255 -0.595
H 2.229 1.025 0.068
H 1.307 0.957 -2.261
H -0.319 1.146 -1.412
H 2.081 2.940 -0.594
H 1.664 3.211 -2.253
H -0.415 4.081 -1.467
H 0.606 4.697 -0.341
H -0.440 2.711 1.079
H -1.204 1.451 2.223
H -2.719 -1.511 -0.705
H -3.728 -2.525 -1.044
O -3.043 -2.379 -0.491
H -0.268 -3.676 0.767
H -0.772 -3.888 -0.569
O -0.006 -3.634 -0.085
H -2.067 0.817 -0.341
H -3.345 -0.033 -0.276
O -2.482 0.150 -0.707
H 1.885 -3.329 1.489
H 1.095 -1.894 1.853
O 1.847 -2.327 1.354
*
```

The calculation puts the energy above the lowest of the compared OMol25 structures with the same formula, charge and spin at 66.86 kcal/mol. The HOMO energy comes out at -13.270 eV. The gap between HOMO and LUMO comes out at 10.67 eV.

And the Löwdin charges, in e, turn out to be: 0.139 -0.179 -0.075 -0.243 -0.015 -0.394 0.141 0.011 0.176 0.127 0.144 0.126 0.132 0.059 0.120 0.126 0.097 0.059 0.105 0.179 -0.037 -0.014 0.000 -0.017 0.037 0.008 -0.065 0.104 0.014 0.136 0.066 -0.071

=====

3.
This record from the Open Molecules 2025 dataset describes a molecular structure, C4H21NO6 at a distorted geometry. The level of theory is the ωB97M-V functional and the def2-TZVPD basis.

ORCA input file:
```
! wB97M-V def2-TZVPD RIJCOSX def2/J DEFGRID3
* xyz 0 1
O -1.411 0.016 -0.668
H -1.860 0.656 -1.220
H -1.216 0.490 0.140
O -3.223 1.780 -1.738
H -2.676 2.542 -1.546
H -3.952 1.846 -1.121
O -0.547 0.718 -2.548
H -0.892 0.109 -1.894
H -0.373 0.173 -3.315
O -1.342 1.734 0.413
H -1.251 2.551 0.904
H -1.495 1.067 1.082
O -2.635 0.902 -3.397
H -2.968 1.064 -2.514
H -1.701 1.103 -3.342
C 0.079 -0.685 0.435
C 1.299 -0.266 1.312
C 2.641 -0.911 0.832
O 2.429 -2.327 0.891
C 2.361 -3.062 2.049
N 1.417 1.160 1.328
H -0.781 -0.135 0.816
H -0.227 -1.725 0.552
H 0.086 -0.471 -0.634
H 1.011 -0.623 2.301
H 3.333 -0.526 1.582
H 3.028 -0.445 -0.074
H 2.352 -4.112 1.757
H 1.451 -2.814 2.596
H 3.247 -2.836 2.643
H 1.771 1.400 0.413
H 2.045 1.626 1.966
*
```

The calculation puts the energy above the lowest of the compared OMol25 structures with the same formula, charge and spin at 304.49 kcal/mol. The HOMO energy comes out at -8.346 eV. The gap between HOMO and LUMO comes out at 8.34 eV.

And the Löwdin charges, in e, turn out to be: -0.194 0.046 -0.113 0.092 0.125 0.128 -0.043 -0.062 0.086 0.001 0.111 0.088 -0.107 -0.263 -0.062 -0.040 -0.392 -0.152 -0.200 -0.127 0.033 0.046 0.118 0.097 0.129 0.109 0.125 0.094 0.079 0.089 0.081 0.076

=====

4.
This record from the Open Molecules 2025 dataset describes a molecular structure, C4H21NO6Pt. The level of theory is the ωB97M-V functional and the def2-TZVPD basis.

ORCA input file:
```
! wB97M-V def2-TZVPD RIJCOSX def2/J DEFGRID3
* xyz 2 3
Pt -1.397 -0.424 -0.950
O -1.920 -2.307 0.242
H -1.384 -2.834 0.845
H -2.713 -2.826 0.068
O -1.110 1.023 -2.638
H -1.821 1.602 -2.940
H -0.288 1.495 -2.814
O 0.250 -1.739 -1.937
H 1.091 -2.031 -1.567
H 0.082 -2.321 -2.687
O -3.172 -1.229 -2.271
H -4.030 -1.023 -2.660
H -2.941 -2.096 -2.623
O -2.800 1.120 -0.086
H -2.609 1.669 0.684
H -3.738 0.900 -0.014
C 0.981 2.275 -0.077
C 1.396 0.832 0.142
C 2.455 0.737 1.234
O 2.470 -0.582 1.728
C 2.580 -0.679 3.146
N 0.195 0.014 0.549
H 0.384 2.458 -0.966
H 1.872 2.906 -0.113
H 0.431 2.669 0.788
H 1.773 0.434 -0.802
H 2.307 1.463 2.044
H 3.433 0.984 0.799
H 1.718 -0.217 3.648
H 3.486 -0.199 3.517
H 2.601 -1.736 3.393
H 0.559 -0.856 0.945
H -0.140 0.515 1.375
*
```

The calculation puts the energy above the lowest of the compared OMol25 structures with the same formula, charge and spin at 4.48 kcal/mol. The HOMO energy (spin up / spin down) comes out at -15.853 / -15.846 eV. The gap between HOMO and LUMO (spin up / spin down) comes out at 9.23 / 8.28 eV.

And the Löwdin charges, in e, turn out to be: 1.264 -0.097 0.092 0.087 -0.096 0.098 0.084 -0.087 0.090 0.092 -0.082 0.099 0.080 -0.092 0.092 0.094 -0.041 -0.375 -0.190 -0.210 -0.067 -0.026 0.060 0.107 0.098 0.139 0.140 0.150 0.094 0.103 0.097 0.093 0.112

=====

5.
This record from the Open Molecules 2025 dataset describes 6 unconnected molecules or ions with the total composition C4H21NO6S at a distorted geometry. The level of theory is the ωB97M-V functional and the def2-TZVPD basis.

ORCA input file:
```
! wB97M-V def2-TZVPD RIJCOSX def2/J DEFGRID3
* xyz 0 1
C -1.434 1.606 1.980
N -0.626 0.875 0.922
C -1.048 -0.502 0.680
C -1.071 -1.383 1.875
S -0.859 -3.150 1.608
C -2.302 -0.535 -0.135
O -1.937 -0.256 -1.480
H -1.683 2.590 1.643
H -2.318 1.115 2.114
H -1.125 1.588 3.010
H 0.425 0.719 1.134
H -0.359 -1.076 -0.098
H -2.074 -1.292 2.427
H -0.280 -1.091 2.696
H 0.489 -3.141 1.085
H -2.807 -1.511 -0.073
H -2.960 0.380 0.184
H -1.199 0.277 -1.578
H 1.132 2.309 -0.393
H -0.245 3.111 -0.507
O 0.404 2.559 -1.022
H 0.268 1.263 -3.305
H 1.832 0.654 -3.482
O 0.901 0.509 -3.368
H 2.461 -0.436 -1.463
H 3.562 0.683 -1.640
O 3.134 0.056 -1.030
H 0.584 -1.244 -2.519
H 0.766 -2.661 -1.953
O 1.204 -1.763 -1.972
H 2.293 -0.145 0.724
H 2.788 -0.051 2.289
O 2.083 -0.056 1.647
*
```

The calculation puts the energy above the lowest of the compared OMol25 structures with the same formula, charge and spin at 39.12 kcal/mol. The HOMO energy comes out at -8.509 eV. As for the SMILES: CN[C@H](CO)CS.O.O.O.O.O. The gap between HOMO and LUMO comes out at 8.80 eV.

And the Löwdin charges, in e, turn out to be: -0.079 -0.069 -0.507 -0.600 0.674 -0.223 -0.058 0.063 0.027 0.073 0.093 0.143 0.098 0.104 -0.082 0.120 0.146 0.010 0.048 0.057 -0.105 0.074 0.036 -0.054 -0.035 0.066 -0.041 0.020 0.090 -0.097 -0.006 0.054 -0.043

=====

6.
This record from the Open Molecules 2025 dataset describes 7 unconnected molecules or ions with the total composition C4H21NO8 at a distorted geometry. The level of theory is the ωB97M-V functional and the def2-TZVPD basis.

ORCA input file:
```
! wB97M-V def2-TZVPD RIJCOSX def2/J DEFGRID3
* xyz 0 1
C 1.172 0.885 2.138
N -0.266 0.697 2.346
C -0.519 -0.115 3.553
C -0.888 -0.027 1.164
C -1.926 0.885 0.485
O -2.062 2.068 1.105
O -2.425 0.556 -0.561
H 1.858 0.218 2.739
H 1.435 1.857 2.662
H 1.360 0.975 1.044
H 0.457 -0.704 3.866
H -0.567 0.699 4.305
H -1.490 -0.532 3.598
H -1.480 -0.963 1.531
H -0.085 -0.484 0.556
H -1.991 1.940 2.087
H 3.038 -3.626 0.328
H 2.693 -2.207 0.876
O 2.638 -3.140 1.036
H 0.218 -1.869 -2.517
H -1.198 -1.939 -1.840
O -0.248 -1.848 -1.688
H -1.504 2.247 -3.158
H -1.152 1.523 -4.461
O -1.027 1.516 -3.529
H -2.995 -2.893 -2.438
H -2.756 -1.569 -3.157
O -2.390 -2.449 -3.059
H 2.841 1.722 -1.531
H 3.639 0.670 -0.711
O 3.721 1.471 -1.255
H 0.225 1.386 -1.190
H 0.666 1.372 -2.600
O 1.004 1.679 -1.724
*
```

The calculation puts the energy above the lowest of the compared OMol25 structures with the same formula, charge and spin at 56.37 kcal/mol. The HOMO energy comes out at -9.285 eV. As for the SMILES: CN(C)CC(=O)O.O.O.O.O.O.O. The gap between HOMO and LUMO comes out at 9.53 eV.

And the Löwdin charges, in e, turn out to be: -0.097 -0.283 -0.104 -0.096 -0.519 0.095 0.093 0.085 0.099 0.080 0.117 0.080 0.061 0.152 0.110 0.134 0.024 0.008 -0.040 0.027 -0.018 -0.071 0.050 0.039 -0.021 0.075 0.052 -0.045 -0.032 0.025 -0.078 0.042 0.039 -0.085